[1]
Entry from the Open Molecules 2025 dataset: a structure of composition C56H36N6Pb at a distorted geometry (ωB97M-V/def2-TZVPD).

The energy above the lowest of the compared OMol25 structures with the same formula, charge and spin comes out at 87.9 kJ/mol. Its HOMO-LUMO gap is 5.46 eV. The HOMO energy comes out at -6.264 eV.

Positions of all 99 atoms, in Å:
C1 -0.2520 -4.3077 6.5096
C2 -0.3628 2.7160 -3.9430
C3 4.7920 -5.6003 -2.6343
C4 3.1086 -3.6430 -1.5997
C5 -3.0881 1.9408 0.1532
H1 -2.9264 -5.6888 4.9830
C6 -0.5780 3.4081 -5.1189
C7 2.2727 0.1578 -3.2580
C8 -0.3724 3.4833 3.5781
C9 -2.3712 -0.0877 -2.7418
C10 0.9622 1.9402 -2.0480
H2 2.8604 3.5553 -3.3692
H3 4.8669 -2.8157 -0.7195
H4 0.6025 4.7024 -1.2784
C11 -0.9525 -1.8715 -2.9788
H5 3.0345 -6.4156 -3.5383
C12 -0.2546 5.4328 5.5576
C13 0.4360 4.1918 -5.6436
C14 -1.3675 -5.1105 6.3327
C15 5.3098 -4.5888 -1.8430
H6 1.5459 2.8741 4.2829
C16 0.7969 4.5439 5.4007
C17 -1.4162 4.3846 3.7320
H7 -2.1787 6.0407 4.8550
H8 2.5771 -5.0013 0.6039
C18 -0.5470 -3.3710 4.3065
H9 -1.1519 2.1261 -3.5072
C19 0.1537 -3.4435 5.5059
H10 -1.6972 -5.7738 7.1217
N1 0.8479 -2.2242 1.0139
H11 2.5367 0.7245 -4.1302
N2 1.3540 -0.3403 -1.2394
H12 -2.0386 -0.9021 -6.0188
C20 1.2045 -4.1899 2.0992
C21 2.5979 -4.6534 -2.4061
H13 -2.2763 4.3273 3.0793
C22 -3.5285 0.9129 -4.6716
H14 -0.4890 -2.5484 -4.9745
H15 5.4426 -6.3699 -3.0222
H16 -0.2132 6.1853 6.3321
C23 0.4905 2.5038 -0.8535
H17 -4.7268 3.8213 -2.1189
C24 2.0751 -1.4075 -1.6562
N3 -1.5743 -1.0183 -2.2049
C25 -0.3616 2.3818 2.5857
C26 -0.8790 0.8617 4.5248
H18 3.2997 -1.7604 -3.4957
H19 -2.1951 -4.1618 3.1961
C27 -1.0676 -1.8634 -4.3729
H20 -4.7233 2.6215 -4.2950
C28 -3.7345 1.9464 -2.4983
C29 -0.5121 1.1067 3.1522
C30 2.2264 -2.6219 -0.9749
C31 -1.3570 5.3505 4.7239
H21 -1.0929 -1.0287 5.5995
N4 -0.3202 -0.0756 2.5343
C32 1.4660 0.6378 -2.1675
C33 -0.0503 2.7002 1.2603
C34 -2.6219 -0.0454 -4.1347
H22 -2.8276 1.8831 1.2015
C35 1.8878 3.5180 -3.8411
H23 -0.3135 -2.5860 -2.4776
C36 -0.8834 -0.4826 4.7005
H24 6.3663 -4.5640 -1.6185
H25 2.4505 4.8664 -5.4034
Pb1 -0.4541 -0.4290 0.2243
C37 4.4732 -3.6135 -1.3325
C38 -4.1554 3.0122 -1.6848
H26 -1.1088 1.6211 5.2450
H27 0.0162 4.9356 1.3186
C39 -4.0581 1.8766 -3.8837
H28 1.1397 -4.9348 2.8663
C40 1.6608 4.2482 -4.9980
C41 -2.0595 -5.0596 5.1338
C42 0.7341 3.5741 4.4197
C43 0.1090 4.0345 0.7432
C44 0.8677 2.7527 -3.2901
C45 -1.9197 -0.9520 -4.9463
C46 1.6841 -2.9774 0.2689
H29 -4.1144 3.8286 0.2962
C47 1.9258 -4.2245 0.9523
H30 1.5407 -4.6759 -2.6336
H31 1.6623 4.6034 6.0459
H32 1.0220 -2.8161 5.6483
H33 0.3018 -4.3551 7.4377
N5 0.1787 1.8119 0.2660
H34 -1.5336 3.3365 -5.6218
H35 0.2779 4.7550 -6.5523
C48 0.5469 -2.9102 2.1394
C49 0.4033 3.9138 -0.5764
C50 -1.6492 -4.2017 4.1277
C51 -3.8225 3.0181 -0.3527
C52 2.6696 -1.0983 -2.9318
C53 3.4378 -5.6267 -2.9199
C54 -2.9414 0.9366 -1.9003
N6 -2.6706 0.9475 -0.5909
C55 -0.1743 -2.4146 3.2339
H36 -3.7678 0.8594 -5.7242
C56 -0.4823 -1.0637 3.4453

Here are the Mulliken charges for atoms 1 to 8, given in e: C -0.775; C 0.633; C -0.351; C -0.841; C -0.391; H 0.384; C -0.708; C -1.524

***

[2]
Entry from the Open Molecules 2025 dataset: a structure of composition C56H40AsBr2F10NO2P2Se2Sr (ωB97M-V/def2-TZVPD).

The energy above the lowest of the compared OMol25 structures with the same formula, charge and spin comes out at 0.0 kJ/mol. Its HOMO-LUMO gap is 6.04 eV. As for the net charge: -2. The HOMO energy comes out at -2.595 eV.

Positions of all 117 atoms, in Å:
H1 -5.4851 3.5865 6.3358
C1 4.9529 0.3748 -5.8237
Sr1 -1.8723 0.4388 1.7186
F1 -2.9798 -1.9373 -2.1256
H2 -4.4390 -1.6351 0.5478
C2 -0.8506 -3.4150 0.3956
H3 2.6616 4.8327 -6.0980
H4 0.6601 -5.9244 5.8813
C3 3.7788 3.2276 -5.2218
C4 3.3959 4.5549 -5.3519
C5 -4.7650 1.2419 3.3364
C6 -6.3381 2.4706 4.7287
As1 5.2174 0.9727 -3.9737
H5 1.5937 0.1734 5.9389
C7 -2.4283 -4.1789 -1.7157
H6 2.3135 -1.6480 0.4795
Se1 0.8084 0.0228 3.0479
C8 1.7939 -4.0462 -1.8561
H7 2.6209 -1.6992 4.2366
H8 3.3375 2.4775 -5.8676
C9 0.8174 -2.7358 4.7333
C10 -1.3230 2.4760 -4.1726
H9 -5.7879 -0.9891 -0.4031
H10 1.8643 -5.1195 -1.9903
C11 2.2009 -2.6195 4.6232
C12 3.0258 -3.6826 4.9708
F2 -2.8573 4.3461 1.8110
C13 -0.4331 -0.5217 5.9960
H11 3.4899 -0.7039 -3.2046
C14 -3.9923 2.5573 5.1995
C15 0.8201 2.4001 -3.0812
C16 2.2058 -3.4639 -0.6655
H12 -8.1341 1.3873 2.9391
P1 -0.2863 -1.3066 4.3459
H13 2.5863 -4.0807 0.1396
C17 -6.7526 0.3622 1.6781
C18 0.6366 0.6782 7.7958
C19 -1.6646 0.0190 7.9903
C20 -0.0624 3.0141 -3.9590
C21 -4.9492 -0.7191 0.2376
H14 -7.5069 -0.0095 0.9959
H15 0.2360 3.9246 -4.4650
H16 3.1686 -1.7732 -7.7552
C22 -5.3970 0.0673 1.4399
H17 -0.5918 1.0918 9.5087
C23 3.2332 0.9113 -1.8236
H18 -2.6959 0.9244 -3.6099
H19 -2.0197 2.9682 -4.8405
H20 5.9817 3.5445 -2.6765
F3 -3.2027 -4.5484 -2.7588
C24 4.8624 5.1557 -3.5469
F4 -0.0295 -3.0870 1.4023
H21 0.7008 -1.2743 -3.4678
C25 -6.1041 1.6292 3.6211
C26 5.6491 0.4966 -8.1392
C27 -3.6363 1.6973 4.1382
C28 -1.6985 1.3287 -3.4914
H22 0.8944 -3.7088 -3.7758
C29 -2.6036 2.6583 0.1764
C30 -5.2989 2.9296 5.4976
F5 -0.2716 -5.6759 0.7433
F6 -1.8604 -6.4524 -1.3369
H23 -2.5955 0.0112 8.5447
Br1 -2.5866 3.2525 6.2783
C31 0.6899 0.1088 6.5317
H24 3.9525 0.4691 -1.1298
Br2 -8.1134 3.0112 5.1848
H25 3.1180 -5.7030 5.6951
C32 -7.0988 1.1345 2.7533
H26 6.4949 1.6723 -6.5604
H27 2.6967 0.7066 -3.9172
H28 3.3740 1.9928 -1.7474
F7 -1.4920 3.3209 -0.3889
C33 4.7153 2.8488 -4.2609
C34 5.7686 0.9095 -6.8207
H29 6.2840 0.9324 -8.9013
H30 -0.8054 -4.0319 5.2411
C35 3.9032 -1.0203 -7.4973
C36 5.2549 3.8278 -3.4298
C37 -3.4421 3.7855 0.7380
C38 -1.6112 -0.5578 6.7282
H31 3.6196 6.5538 -4.5992
C39 4.0223 -0.5980 -6.1778
O1 -1.3767 -1.1298 -0.0295
N1 -4.4603 0.4897 2.2585
C40 1.1319 -1.8807 -2.6802
H32 1.5113 1.1736 8.2013
C41 1.5436 -1.2852 -1.4877
C42 -1.5120 -2.3736 -0.3105
H33 -2.4893 -1.0177 6.2915
H34 3.3694 -1.0260 -5.4265
F8 -4.6533 3.3318 1.1286
H35 5.2770 5.9035 -2.8819
C43 -0.9662 -4.7455 0.0612
H36 4.6185 -0.7993 -9.5100
C44 -1.7563 -5.1463 -1.0004
Se2 -2.1915 -2.0665 3.7388
F9 -3.6995 4.8142 -0.1248
C45 -0.5430 0.6312 8.5287
P2 1.5401 0.5105 -1.1127
C46 2.0645 -2.0949 -0.4780
C47 1.2462 -3.2539 -2.8566
C48 3.4855 0.3858 -3.2344
C49 0.4590 1.2343 -2.4036
C50 3.9336 5.5211 -4.5104
H37 1.7941 2.8491 -2.9250
C51 1.0964 -4.9938 5.5373
C52 -2.3093 -2.8469 -1.3824
H38 -4.2435 -0.1244 -0.3478
F10 -3.3495 2.2573 -0.9662
C53 4.7144 -0.4741 -8.4813
C54 0.2717 -3.9323 5.1888
C55 -0.8211 0.7166 -2.6095
C56 2.4755 -4.8706 5.4314
O2 -2.4509 1.3558 3.8642
H39 4.1005 -3.5830 4.8708
H40 -1.1497 -0.1424 -2.0389

Here are the Mulliken charges for atoms 1 to 8, given in e: H 0.415; C -0.225; Sr 1.238; F -0.469; H 0.050; C -0.198; H 0.401; H 0.373

***

[3]
Entry from the Open Molecules 2025 dataset: a structure of composition C56H40Cl4IN2O5P2STl (ωB97M-V/def2-TZVPD).

The energy above the lowest of the compared OMol25 structures with the same formula, charge and spin comes out at 139.1 kJ/mol. Its HOMO-LUMO gap is 6.84 eV. The HOMO energy comes out at -6.827 eV.

Positions of all 112 atoms, in Å:
C1 2.9425 3.2477 1.4801
C2 1.1849 2.9328 3.0763
H1 -6.2884 0.4877 0.6459
H2 -1.6532 -5.9573 -2.1404
C3 -5.2985 0.8269 0.9279
C4 -2.9227 0.3309 1.4259
C5 1.9220 -2.6845 -5.6155
C6 -1.4148 -3.8768 -3.3277
C7 0.6856 -1.1984 -4.1890
O1 -2.2918 -0.6549 2.3557
C8 2.5033 3.2452 2.7930
P1 -1.4329 2.3318 2.6368
C9 2.0399 2.0594 -3.7738
H3 -2.6685 -3.7556 -5.0436
H4 0.3910 -4.7913 -1.7491
Cl1 -4.5439 -2.4716 6.5417
C10 1.8523 -4.5479 1.5107
C11 1.0456 4.2440 -3.7030
H5 -4.5122 -1.1343 1.0292
C12 -1.0052 -3.2205 -2.1267
H6 0.2558 -5.1750 -3.7302
H7 2.6862 1.3391 -4.2616
C13 -3.0590 5.2123 4.9764
C14 -2.5871 -1.4613 -2.7443
C15 2.9794 -1.7023 -3.6869
C16 0.3550 3.8934 -2.5548
H8 3.1790 3.5007 3.5987
C17 -3.8702 2.6719 1.5342
H9 -1.1305 -5.3964 -4.7867
H10 5.1684 -1.9897 0.7452
H11 6.1102 1.8926 -0.8020
H12 2.6784 -4.1634 -1.7402
H13 1.9684 -3.3282 -6.4847
H14 -0.1297 -2.1234 -5.9342
H15 -3.0959 3.0727 4.8783
C18 -1.8202 3.9216 3.3704
C19 -2.8650 -0.3594 6.4502
H16 3.8605 -1.5870 -3.0690
H17 -1.3704 7.2346 2.8446
C20 -2.0242 0.5324 5.7873
I1 0.3687 -4.0957 2.9054
C21 2.7472 -4.5020 -0.7117
C22 -2.5437 -0.5302 3.6775
H18 0.9159 5.2311 -4.1274
H19 -3.7062 3.7296 1.6911
H20 -3.4476 0.0075 -1.4181
C23 1.7161 -4.1696 0.1732
C24 0.7491 2.5974 0.7356
H21 0.8406 2.9545 4.1030
C25 -1.3423 5.0947 2.7908
C26 3.6628 -1.0522 -0.4488
C27 2.9646 -5.2581 1.9388
O2 -1.3090 -6.2981 -2.9715
C28 4.9007 -1.1124 0.1692
Tl1 0.2662 -1.1029 0.9936
H22 -5.8264 2.9606 0.7971
H23 4.6447 -5.4462 -0.9906
H24 -2.5248 0.6829 -2.7463
O3 -0.9602 1.2473 3.7790
C29 0.7472 -2.0087 -5.3106
C30 -4.3360 -0.0729 1.1491
C31 5.7829 -0.0454 0.0557
C32 -5.0489 2.2514 1.0432
H25 -2.3177 0.1559 0.5343
C33 3.0345 -2.5301 -4.8024
C34 -2.8322 1.7404 1.9349
N1 -2.9256 -2.0885 -3.8367
C35 0.5177 2.6257 -2.0130
P2 1.5776 0.0153 -1.8781
O4 -1.4104 3.4770 -0.4115
H26 -0.2460 -0.6959 -3.9508
H27 -0.3291 4.5795 -2.0725
H28 -0.6892 5.0474 1.9278
H29 3.9342 1.9750 -1.9277
C36 1.8023 -1.0318 -3.3659
H30 3.0400 -5.5534 2.9766
H31 -4.1146 -0.0237 -3.0659
C37 0.0391 -3.8357 -1.3525
H32 3.9564 -3.0468 -5.0387
C38 -3.3558 -1.4390 4.3475
H33 -3.7264 5.2581 5.8268
C39 3.9705 -5.5904 1.0436
H34 6.7480 -0.0816 0.5443
C40 -2.3498 -3.2822 -4.1218
H35 2.9866 -1.8923 -0.3529
N2 0.6063 -3.4160 -0.2709
C41 3.2824 0.0610 -1.2008
C42 5.4217 1.0636 -0.6933
H36 -2.8813 7.3409 4.7981
C43 -1.5934 -1.9705 -1.8085
C44 -1.7305 6.3231 3.3032
C45 -1.8769 0.4490 4.4117
C46 -2.5808 6.3807 4.3989
H37 4.8356 -6.1405 1.3887
C47 -3.5273 -1.3489 5.7291
C48 0.2922 2.5997 2.0571
C49 4.1820 1.1150 -1.3192
Cl2 -1.1232 1.7192 6.6514
Cl3 -3.0627 -0.2437 8.1540
C50 -2.6918 3.9829 4.4540
H38 3.9695 3.4962 1.2455
C51 1.8895 3.3261 -4.3131
Cl4 -4.0944 -2.7063 3.4521
H39 2.4074 2.9683 -0.5650
C52 1.3607 1.6815 -2.6145
C53 3.8602 -5.2068 -0.2844
C54 -0.8399 -5.1988 -3.7544
O5 -1.2777 -1.2310 -0.8186
S1 -0.5014 2.3036 -0.5392
H40 2.4253 3.5928 -5.2149
C55 2.0629 2.9405 0.4551
C56 -3.2101 -0.1258 -2.4702

Here are the Mulliken charges for atoms 1 to 8, given in e: C -0.921; C -0.927; H 0.427; H 0.459; C -0.626; C 2.140; C -0.720; C 0.864